A single C4H8O2 molecule, computed with the ωB97M-V functional and the def2-TZVPD basis.

Highest occupied orbital energy, eV: -10.1739
Max |F|, eV/A: 13.04
ΔE to the lowest compared entry with this formula, charge and spin, kcal/mol: 107.8
Electronic energy, Ha: -307.54070

The geometry in ORCA input format:
```
! RIJCOSX wB97M-V def2-TZVPD def2/J DEFGRID3
* xyz 0 1
C 2.1452 0.4141 0.5339
C 1.3015 -0.6427 -0.2287
O 0.0920 -0.1906 -0.9383
C -1.0108 0.2088 -0.1528
C -1.6136 -0.8961 0.5350
O -1.2385 1.3765 -0.0072
H 1.1566 0.8349 1.2944
H 3.1289 -0.0134 1.0934
H 2.3020 1.0510 -0.3066
H 2.1304 -1.1225 -0.9957
H 1.1258 -1.1377 0.4827
H -0.9876 -1.0955 1.3323
H -2.7705 -0.7240 0.5818
H -1.8474 -1.7852 -0.0430
*
```



11 unconnected molecules or ions with the total composition C53H73N13O3PS3, computed with the ωB97M-V functional and the def2-TZVPD basis.

Highest occupied orbital energy, eV: -5.5134
Max |F|, eV/A: 1.55
Electronic energy, Ha: -4536.71143

The geometry in ORCA input format:
```
! RIJCOSX wB97M-V def2-TZVPD def2/J DEFGRID3
* xyz -1 1
C 3.7703 1.2896 2.8125
N 2.5524 1.8036 2.1904
C 2.2345 3.1763 2.5749
C 2.5929 1.6496 0.7504
O 3.1706 2.4324 0.0632
C 1.9052 0.4088 0.2377
C 0.9388 0.6355 -0.9595
S 1.1880 -0.8412 -2.1365
C -0.5669 0.5466 -0.4715
O -1.2281 1.6713 -1.0055
P -0.1098 2.9795 -1.0167
C -1.2753 4.2705 -0.2498
C -2.3336 3.7891 0.7387
C -1.7532 3.4182 2.0945
S -3.0321 2.9327 3.3212
C -2.8031 1.2087 3.5662
S -2.4791 0.5791 5.0232
N -2.9748 0.3716 2.4594
C -3.8345 0.5803 1.3961
C -3.6589 -0.5053 0.5859
N -2.7286 -1.3672 1.1056
C -2.3338 -0.8280 2.2255
O 1.0666 1.7655 -1.6641
H 4.3949 0.7642 2.0943
H 3.5146 0.5472 3.5725
H 4.3420 2.0632 3.3229
H 3.1186 3.8091 2.6850
H 1.7141 3.1566 3.5334
H 1.5581 3.6064 1.8434
H 2.6785 -0.3248 0.0194
H 1.3118 0.0136 1.0577
H 0.8092 -1.8296 -1.3200
H -1.0251 -0.3417 -0.8825
H -0.6192 0.6049 0.6177
H -0.4173 3.3323 -2.3741
H 0.9779 3.9592 -1.0137
H 0.3247 2.6416 0.3451
H -0.6275 4.9904 0.2556
H -1.7874 4.8084 -1.0495
H -3.0130 4.6280 0.9261
H -2.9563 2.9883 0.3488
H -0.9791 2.6582 2.0473
H -1.3359 4.3123 2.5517
H -4.5058 1.4034 1.2545
H -4.1657 -0.6840 -0.3448
H -1.6107 -1.2308 2.9092
N 4.1234 -0.5416 -4.6472
C 3.7257 0.7633 -4.6022
C 4.4703 1.4579 -5.5186
C 5.3493 0.5282 -6.1407
C 5.1088 -0.6992 -5.5806
H 3.7414 -1.2731 -4.0741
H 2.9508 1.0827 -3.9237
H 4.3926 2.5130 -5.7197
H 6.0758 0.7364 -6.9096
H 5.5519 -1.6628 -5.7654
N -4.7190 -2.2951 4.3881
C -4.5694 -3.2127 3.3871
C -5.3983 -4.2690 3.6608
C -6.0755 -3.9707 4.8757
C -5.6345 -2.7440 5.2969
H -4.2284 -1.4173 4.4462
H -3.8931 -3.0346 2.5680
H -5.5078 -5.1536 3.0554
H -6.8047 -4.5794 5.3829
H -5.8933 -2.1569 6.1612
N 6.7881 1.2126 -9.9000
C 6.7950 2.4955 -9.4313
C 7.1105 3.3208 -10.4770
C 7.2983 2.5005 -11.6235
C 7.0906 1.2046 -11.2336
H 6.5882 0.3999 -9.3463
H 6.5747 2.7071 -8.3991
H 7.1978 4.3927 -10.4279
H 7.5559 2.8251 -12.6177
H 7.1315 0.2832 -11.7881
N -8.2209 -6.8997 5.9106
C -8.4093 -6.5471 7.2177
C -9.6604 -6.9611 7.5886
C -10.2489 -7.5909 6.4579
C -9.3344 -7.5367 5.4394
H -7.3907 -6.7160 5.3775
H -7.6405 -6.0334 7.7688
H -10.1053 -6.8278 8.5601
H -11.2320 -8.0288 6.4007
H -9.3802 -7.8932 4.4247
N 7.2086 0.3082 2.7422
C 6.9668 -0.9889 3.1019
C 7.6841 -1.2521 4.2377
C 8.3837 -0.0621 4.5786
C 8.0680 0.8816 3.6369
H 6.8138 0.7694 1.9430
H 6.3077 -1.6107 2.5205
H 7.7052 -2.1910 4.7644
H 9.0418 0.0836 5.4187
H 8.3790 1.9062 3.5283
N -7.6085 1.3668 2.2339
C -7.7514 0.9522 0.9390
C -8.9634 1.3977 0.4858
C -9.5749 2.1141 1.5515
C -8.7131 2.0772 2.6148
H -6.8136 1.1754 2.8156
H -6.9817 0.3763 0.4543
H -9.3668 1.2307 -0.4985
H -10.5361 2.5998 1.5378
H -8.7912 2.4931 3.6043
N -12.4672 -10.8829 5.1485
C -12.3213 -10.9651 6.5052
C -13.3620 -11.7071 6.9950
C -14.1672 -12.0894 5.8865
C -13.5880 -11.5658 4.7620
H -11.8458 -10.3940 4.5318
H -11.4919 -10.4910 7.0015
H -13.5288 -11.9493 8.0309
H -15.0674 -12.6801 5.9131
H -13.8754 -11.6204 3.7264
N 0.5764 6.9027 -2.1855
C 0.0371 7.1719 -3.4097
C -0.8468 8.2092 -3.2641
C -0.8383 8.5787 -1.8913
C 0.0501 7.7512 -1.2554
H 1.2440 6.1746 -1.9930
H 0.3243 6.6029 -4.2767
H -1.4354 8.6502 -4.0512
H -1.4189 9.3572 -1.4251
H 0.3487 7.6933 -0.2230
N 8.0435 7.1387 -11.1812
C 8.9202 7.6799 -12.0809
C 10.0061 8.1375 -11.3845
C 9.7754 7.8580 -10.0094
C 8.5574 7.2407 -9.9177
H 7.1577 6.7292 -11.4127
H 8.6975 7.6927 -13.1337
H 10.8704 8.6176 -11.8115
H 10.4292 8.0833 -9.1841
H 8.0159 6.8665 -9.0661
N 8.6707 -6.1189 2.8263
C 7.9550 -5.1371 2.1942
C 8.7409 -4.0188 2.1316
C 9.9816 -4.3385 2.7475
C 9.9074 -5.6403 3.1646
H 8.3384 -7.0454 3.0141
H 6.9525 -5.3181 1.8464
H 8.4608 -3.0755 1.6964
H 10.8286 -3.6850 2.8702
H 10.6241 -6.2636 3.6709
*
```



A molecular structure, C2H6N4, computed with the ωB97M-V functional and the def2-TZVPD basis.

Highest occupied orbital energy, eV: -8.3301
Max |F|, eV/A: 3.69
ΔE to the lowest compared entry with this formula, charge and spin, kcal/mol: 91.1
Electronic energy, Ha: -298.70375

The geometry in ORCA input format:
```
! RIJCOSX wB97M-V def2-TZVPD def2/J DEFGRID3
* xyz 0 1
C 0.3575 -0.1950 0.0871
C -1.4784 1.0655 -0.6165
N -0.1438 -0.8187 1.1056
N 1.6629 -0.7358 0.2091
N 1.0144 -1.6152 1.2671
N -0.1370 0.4705 -0.9653
H -2.1087 0.2092 -0.1604
H -1.5435 1.8477 0.2393
H -1.8374 1.5311 -1.6492
H 2.2322 -1.2516 -0.4604
H 1.3855 -1.5756 2.2660
H 0.5964 1.0679 -1.3224
*
```



A molecular structure, C16H7FeIN5O2S2, computed with the ωB97M-V functional and the def2-TZVPD basis.

<S²>: 1.121
Highest occupied orbital energy (spin up / spin down), eV: -8.4331 / -8.7161
Max |F|, eV/A: 0.44
Electronic energy, Ha: -3395.92448

The geometry in ORCA input format:
```
! RIJCOSX wB97M-V def2-TZVPD def2/J DEFGRID3
* xyz 0 2
Fe -1.8008 -0.7414 -0.7305
S -3.8871 -0.0917 -0.2786
C -4.1290 -0.7087 1.2702
C -5.3684 -0.4125 1.9368
N -6.3616 -0.1559 2.4547
C -3.1781 -1.4948 1.9127
S -1.7366 -1.9287 1.1548
C -3.4230 -1.9663 3.2462
N -3.5966 -2.3411 4.3188
O 3.7125 3.3654 0.6040
N 4.0022 2.2979 0.1040
O 5.1337 1.9343 -0.1279
C 2.8981 1.3524 -0.2142
C 3.2777 0.2067 -0.8151
C 2.3168 -0.7886 -1.1759
C 2.6373 -1.9951 -1.8195
C 1.6268 -2.8695 -2.1251
C 0.3075 -2.5375 -1.7930
N -0.0084 -1.4099 -1.1842
C 0.9809 -0.5459 -0.8797
C 0.5831 0.6753 -0.2463
N -0.7480 0.7911 -0.0318
C -1.2071 1.8904 0.5352
C -0.3530 2.9256 0.9195
C 0.9982 2.8221 0.7111
C 1.5171 1.6604 0.1021
H 4.3251 0.0449 -1.0245
H 3.6667 -2.2187 -2.0687
H 1.8257 -3.8058 -2.6254
H -0.5138 -3.1979 -2.0382
H -2.2754 1.9488 0.6871
H -0.7682 3.8086 1.3832
H 1.6563 3.6185 1.0104
I -2.1106 -0.1324 -3.1718
*
```



2 unconnected molecules or ions with the total composition C16H17N, computed with the ωB97M-V functional and the def2-TZVPD basis.

Highest occupied orbital energy, eV: -7.9587
Max |F|, eV/A: 1.19
ΔE to the lowest compared entry with this formula, charge and spin, kcal/mol: 8.0
Electronic energy, Ha: -674.64384

The geometry in ORCA input format:
```
! RIJCOSX wB97M-V def2-TZVPD def2/J DEFGRID3
* xyz 0 1
C 1.2354 3.5349 3.4807
C 0.0314 2.6373 3.4643
C -1.2226 3.0358 3.7977
N -2.1547 2.0378 3.5247
C -1.4627 0.9653 3.0014
C -1.9205 -0.2434 2.4802
C -1.0055 -1.0355 1.8207
C 0.3293 -0.6426 1.6313
C 0.8106 0.4989 2.2281
C -0.1074 1.2976 2.9313
H 1.0678 4.4549 4.0456
H 1.4894 3.8565 2.4697
H 2.0631 2.9647 3.9047
H -1.5220 4.0257 4.1041
H -2.9908 1.9028 4.0782
H -2.9681 -0.5116 2.5785
H -1.3990 -1.9210 1.3393
H 1.0030 -1.3014 1.0878
H 1.8326 0.8173 2.0944
C 1.1334 -0.8011 -5.4734
C 0.7351 -1.5059 -4.1932
C 0.6660 -0.7588 -3.0145
C 0.2467 -1.3321 -1.8190
C -0.1720 -2.6508 -1.8438
C -0.1731 -3.3961 -3.0087
C 0.2350 -2.8070 -4.1965
H 0.5976 -1.2044 -6.3377
H 2.2061 -0.8607 -5.6812
H 0.8332 0.2450 -5.4419
H 1.0129 0.2727 -3.0340
H 0.2544 -0.6979 -0.9452
H -0.4200 -3.1444 -0.9148
H -0.4502 -4.4412 -2.9983
H 0.1854 -3.2912 -5.1605
*
```



A single C8H7N molecule, computed with the ωB97M-V functional and the def2-TZVPD basis.

Highest occupied orbital energy, eV: -8.1246
Max |F|, eV/A: 3.59
ΔE to the lowest compared entry with this formula, charge and spin, kcal/mol: 95.3
Electronic energy, Ha: -363.62254

The geometry in ORCA input format:
```
! RIJCOSX wB97M-V def2-TZVPD def2/J DEFGRID3
* xyz 0 1
C 1.8222 0.5294 1.2062
C 0.7861 0.5087 0.2841
C 1.1211 0.0270 -1.0474
C 0.4524 -1.0045 -1.6271
C -0.8593 -1.3690 -1.1499
C -1.2778 -0.7965 -0.0194
C -0.7456 0.4874 0.4500
C -1.4885 1.4307 1.2763
N -1.7620 1.6835 0.0741
H 2.9226 0.5533 0.9325
H 1.7430 0.5814 2.3242
H 2.0346 0.4344 -1.2781
H 0.6415 -1.5853 -2.4618
H -1.3156 -2.2223 -1.5931
H -2.2794 -1.1075 0.4319
H -1.7952 1.8493 2.1976
*
```